{
  "formula": "C35H58F6N2O21",
  "method": "ωB97M-V/def2-TZVPD",
  "symbols": ["C", "N", "C", "C", "C", "C", "O", "H", "H", "H", "H", "H", "H", "H", "H", "H", "H", "H", "H", "H", "H", "C", "C", "C", "O", "H", "H", "H", "H", "H", "H", "H", "C", "C", "C", "C", "C", "C", "N", "O", "C", "C", "C", "H", "H", "H", "H", "H", "H", "H", "H", "H", "H", "H", "H", "H", "H", "H", "H", "H", "H", "H", "C", "C", "O", "C", "O", "O", "F", "H", "H", "H", "C", "C", "O", "C", "O", "O", "F", "H", "H", "H", "C", "C", "O", "C", "O", "O", "F", "H", "H", "H", "C", "C", "O", "C", "O", "O", "F", "H", "H", "H", "C", "C", "O", "C", "O", "O", "F", "H", "H", "H", "C", "C", "O", "C", "O", "O", "F", "H", "H", "H"],
  "positions_angstrom": [[-4.873, -4.946, -0.393], [-3.890, -3.687, -0.330], [-2.467, -4.097, -0.772], [-4.515, -2.659, -1.275], [-3.968, -3.043, 1.169], [-3.668, -3.934, 2.458], [-4.742, -4.683, 2.561], [-4.507, -5.693, 0.311], [-4.907, -5.246, -1.440], [-5.877, -4.639, -0.099], [-1.902, -3.272, -1.206], [-2.657, -4.924, -1.457], [-1.973, -4.340, 0.169], [-4.403, -3.022, -2.296], [-3.916, -1.748, -1.283], [-5.551, -2.495, -0.978], [-4.921, -2.515, 1.158], [-3.197, -2.272, 1.138], [-3.530, -3.348, 3.367], [-2.837, -4.581, 2.175], [-4.766, -5.044, 3.450], [-1.167, 1.043, 0.218], [-1.140, -0.307, -0.616], [-0.463, -0.127, -2.019], [-0.586, -1.388, 0.089], [-0.427, 1.778, -0.097], [-1.083, 0.865, 1.290], [-2.119, 1.551, 0.061], [-2.188, -0.515, -0.832], [0.322, 0.625, -1.944], [-1.249, 0.005, -2.763], [-0.042, -1.063, -2.386], [5.062, -0.146, -0.025], [4.053, 0.548, 0.823], [3.809, -0.249, 2.156], [5.009, -0.180, 3.143], [5.124, 1.332, 3.539], [5.404, 2.265, 2.315], [4.513, 1.973, 1.116], [4.557, 2.885, 0.087], [5.120, 3.688, 2.856], [6.920, 2.202, 1.939], [2.686, 0.620, 0.129], [5.115, 0.274, -1.029], [4.769, -1.169, -0.261], [6.119, -0.200, 0.234], [2.965, 0.129, 2.733], [3.525, -1.289, 1.992], [5.962, -0.530, 2.746], [4.782, -0.871, 3.955], [5.839, 1.287, 4.360], [4.117, 1.594, 3.864], [5.481, 4.555, 2.302], [4.049, 3.767, 3.043], [5.665, 3.747, 3.799], [7.201, 1.530, 1.129], [7.332, 3.129, 1.539], [7.447, 2.114, 2.889], [2.646, 1.316, -0.709], [1.871, 0.992, 0.750], [2.379, -0.385, -0.161], [3.943, 3.470, 0.538], [1.447, -3.998, 0.157], [1.895, -3.638, -1.175], [1.767, -4.721, -2.010], [1.525, -5.839, -1.195], [1.469, -7.009, -1.582], [1.381, -5.424, 0.080], [3.096, -3.122, -1.145], [0.522, -3.638, 0.607], [2.271, -3.743, 0.824], [1.207, -2.840, -1.456], [-3.945, 1.427, -2.980], [-4.969, 1.642, -1.947], [-5.968, 0.628, -2.174], [-5.545, -0.096, -3.285], [-6.087, -1.061, -3.735], [-4.473, 0.515, -3.861], [-5.488, 2.828, -2.214], [-3.053, 0.995, -2.526], [-3.487, 2.351, -3.333], [-4.605, 1.725, -0.923], [0.776, 1.524, 3.573], [0.474, 0.014, 3.691], [-0.726, -0.039, 4.352], [-0.841, 1.134, 5.102], [-1.585, 1.335, 6.029], [-0.159, 2.156, 4.446], [1.520, -0.405, 4.487], [0.717, 1.792, 2.518], [1.772, 1.837, 3.886], [0.552, -0.501, 2.733], [1.207, 1.080, -5.104], [0.778, -0.010, -6.127], [1.297, -1.211, -5.560], [2.178, -0.895, -4.583], [2.789, -1.772, -3.950], [2.315, 0.457, -4.507], [1.389, 0.323, -7.278], [0.405, 1.267, -4.391], [1.243, 2.049, -5.602], [-0.297, -0.026, -6.310], [-4.668, 2.635, 2.696], [-3.722, 1.636, 3.265], [-3.651, 0.605, 2.296], [-4.682, 0.724, 1.503], [-5.110, -0.189, 0.758], [-5.259, 1.971, 1.611], [-4.266, 1.267, 4.420], [-4.053, 3.445, 2.302], [-5.390, 3.121, 3.353], [-2.746, 2.107, 3.376], [1.541, 3.881, -2.607], [1.364, 5.327, -3.092], [-0.047, 5.480, -3.103], [-0.684, 4.337, -2.733], [-1.892, 4.202, -2.480], [0.253, 3.398, -2.515], [1.747, 5.266, -4.373], [2.096, 3.849, -1.669], [2.118, 3.180, -3.210], [2.038, 5.993, -2.553]],
  "mulliken_charge": [-1.0014, 0.4431, -0.4164, -0.4709, -0.3409, -0.5988, -0.5295, 0.3761, 0.4203, 0.3392, 0.0363, 0.3278, 0.1859, 0.5591, -0.5593, 0.5019, 0.5228, 0.1078, 0.4801, 0.2012, 0.3621, -0.2864, 3.2613, -1.0335, -0.6362, 0.1457, -0.5760, 0.1077, -2.7263, -0.1371, 0.5887, 0.2647, -1.8407, 2.3300, -0.4899, -1.0960, -0.8175, 1.2991, 0.7280, -0.5176, -1.9981, -1.6766, -1.6919, 0.4711, 0.2663, 0.2937, -0.3594, 0.3079, 0.3454, 0.5039, 0.5203, 0.1752, 0.3902, 0.3578, 0.4722, 0.2711, 0.4004, 0.3662, 0.5244, -0.2022, 0.1444, 0.3432, 0.2537, 1.6623, -0.4047, 0.5187, -0.5840, -0.4054, -0.2997, -0.1788, 0.1253, -0.6520, 0.2245, 1.1215, -0.2746, 0.6024, -0.5407, -0.3559, -0.3477, -0.5737, 0.3211, -0.3220, 0.2127, 0.9710, -0.3441, 0.4426, -0.5296, -0.4217, -0.3441, 0.0225, 0.0616, 0.0718, -0.0615, 0.1796, -0.3110, 0.6531, -0.5576, -0.2848, -0.3159, -0.0773, 0.4578, 0.3804, -0.6969, 0.6879, -0.0984, 0.6805, -0.5053, -0.3591, -0.3668, 0.3032, 0.3236, 0.1422, 0.0163, 0.3973, -0.3823, 0.4748, -0.5506, -0.0017, -0.3008, -0.2287, 0.2602, 0.3687],
  "spin_multiplicity": 1,
  "energy_ha": -3656.9407,
  "lumo_energy_ev": 0.1,
  "orbital_gap_ev": 7.02
}



{
  "formula": "C30H36NOPRuSbSi",
  "method": "ωB97M-V/def2-TZVPD",
  "symbols": ["Ru", "O", "N", "C", "C", "C", "C", "C", "C", "C", "P", "C", "C", "C", "C", "C", "C", "C", "C", "C", "C", "C", "C", "H", "H", "H", "H", "H", "H", "H", "H", "H", "H", "H", "H", "H", "H", "H", "H", "C", "Sb", "C", "C", "H", "H", "H", "H", "H", "H", "H", "H", "H", "C", "Si", "C", "C", "C", "C", "C", "C", "C", "H", "H", "H", "H", "H", "H", "H", "H", "H", "H", "H"],
  "positions_angstrom": [[-1.442, -0.049, 0.807], [-0.007, -1.260, 2.811], [-0.297, 0.021, 2.377], [-0.107, 1.008, 3.178], [-0.175, 2.418, 2.816], [0.006, 3.321, 3.864], [0.076, 4.687, 3.620], [0.011, 5.152, 2.318], [-0.146, 4.258, 1.261], [-0.272, 2.894, 1.488], [-0.316, 1.785, 0.061], [1.355, 1.782, -0.592], [2.346, 1.174, 0.186], [3.675, 1.260, -0.187], [4.027, 1.952, -1.341], [3.050, 2.564, -2.114], [1.718, 2.493, -1.738], [-1.457, 2.395, -1.188], [-1.432, 1.748, -2.434], [-2.275, 2.161, -3.451], [-3.165, 3.208, -3.232], [-3.220, 3.833, -1.991], [-2.372, 3.431, -0.970], [0.356, -1.220, 3.718], [0.206, 0.779, 4.196], [0.104, 2.956, 4.878], [0.205, 5.375, 4.443], [0.092, 6.210, 2.112], [-0.146, 4.647, 0.249], [2.081, 0.630, 1.088], [4.439, 0.793, 0.420], [5.066, 2.020, -1.631], [3.328, 3.112, -3.004], [0.973, 3.000, -2.336], [-0.724, 0.949, -2.626], [-2.231, 1.680, -4.419], [-3.812, 3.541, -4.032], [-3.912, 4.647, -1.826], [-2.420, 3.930, -0.010], [-1.578, -2.463, -2.219], [-0.365, -1.949, -0.570], [1.526, -1.596, -1.410], [-0.164, -3.687, 0.599], [-1.016, -3.191, -2.805], [-1.789, -1.596, -2.841], [-2.504, -2.918, -1.877], [1.857, -2.524, -1.878], [2.231, -1.312, -0.637], [1.468, -0.808, -2.158], [-0.082, -4.526, -0.091], [-1.027, -3.819, 1.244], [0.742, -3.603, 1.192], [-4.390, 1.923, 1.502], [-3.922, 0.513, 0.395], [-4.479, 0.467, -1.365], [-3.646, -1.116, 1.215], [-3.992, -2.372, 0.658], [-3.919, -3.520, 1.416], [-3.451, -3.461, 2.733], [-3.067, -2.256, 3.296], [-3.165, -1.089, 2.541], [-5.212, 1.578, 2.136], [-4.725, 2.775, 0.914], [-3.595, 2.270, 2.167], [-5.555, 0.677, -1.333], [-4.330, -0.498, -1.846], [-4.024, 1.249, -1.976], [-4.386, -2.422, -0.350], [-4.242, -4.468, 1.007], [-3.406, -4.368, 3.323], [-2.734, -2.215, 4.324], [-3.003, -0.134, 3.043]],
  "mulliken_charge": [-0.0032, -0.4044, 0.0861, 0.0910, 0.0672, -1.0929, -0.8923, -0.8395, -0.5330, 0.5765, 1.1880, 1.1229, -0.8569, -0.6263, -0.6816, -0.7243, -0.6928, 0.6814, -0.5551, -1.0604, -0.8327, -0.8447, -0.5246, 0.3754, 0.7311, 0.4936, 0.4685, 0.4938, 0.5933, 0.4600, 0.4891, 0.4606, 0.4815, 0.4460, 0.7316, 0.4869, 0.4521, 0.5075, 0.6981, -1.1848, 0.6968, -1.1306, -1.0496, 0.5260, 0.3696, 0.3476, 0.5630, 0.3757, 0.3447, 0.5005, 0.2178, 0.3711, -1.0512, 0.5210, -0.5638, 0.2891, -0.6183, -0.8496, -0.7038, -0.9199, 0.1059, 0.5278, 0.4236, 0.3163, 0.5299, 0.3080, 0.0178, 0.5603, 0.4887, 0.4623, 0.5619, 0.6292],
  "spin_multiplicity": 1,
  "charge": 3,
  "energy_ha": -2259.7310,
  "lumo_energy_ev": -10.8,
  "orbital_gap_ev": 6.28
}



{
  "formula": "C3H7NOS",
  "method": "ωB97M-V/def2-TZVPD",
  "symbols": ["N", "C", "C", "O", "C", "S", "H", "H", "H", "H", "H", "H", "H"],
  "positions_angstrom": [[0.327, 0.677, -1.470], [0.607, 0.133, -0.136], [1.017, 1.157, 0.973], [0.967, 0.921, 2.185], [-0.644, -0.650, 0.380], [-1.720, -1.794, -0.678], [1.080, 0.962, -2.003], [-0.531, 0.496, -1.876], [1.275, -0.758, -0.256], [1.768, 2.023, 0.619], [-1.391, 0.085, 0.706], [-0.324, -1.438, 1.043], [-2.431, -1.813, 0.514]],
  "mulliken_charge": [-0.4796, 0.4689, -0.0175, -0.4564, -1.1099, -0.1861, 0.1688, 0.1359, 0.2126, 0.2438, 0.4280, 0.4378, 0.1537],
  "e_above_lowest_kcal_mol": 60.3,
  "smiles": "N[C@@H](C=O)CS",
  "spin_multiplicity": 1,
  "energy_ha": -646.6158,
  "lumo_energy_ev": 0.4,
  "orbital_gap_ev": 9.67
}